[1]
One molecule with the formula C2H5N4P3 in a non-equilibrium geometry. Source: the Open Molecules 2025 dataset; level of theory: wB97M-V/def2-TZVPD.

Summary:
Total energy ... -1322.16372 Eh
HOMO-LUMO gap (alpha / beta) ... 6.968 / 6.970 eV
Highest occupied orbital energy (alpha / beta) ... -7.80 / -7.80 eV

Geometry as XYZ:
```
14
Properties=species:S:1:pos:R:3:forces:R:3
C 1.26486 -0.18963 0.95125 1.354 0.691 -0.273
C 1.74961 -0.74047 -0.31562 -0.983 -0.606 0.139
N -1.75665 -0.44170 0.90324 -0.629 -0.888 1.247
N -1.88903 -1.27984 -1.58452 0.328 0.906 -1.505
N -1.14384 1.81860 -0.23773 0.068 -0.215 0.431
N 1.00170 0.44399 -0.27179 -1.777 2.105 -1.796
P -2.29504 0.94257 1.06858 1.172 0.663 -0.979
P -1.54116 -1.85625 -0.25515 0.232 -0.712 0.947
P -0.09629 1.13688 -1.28890 -0.359 -0.804 1.256
H 0.48300 -0.54432 1.50124 -2.029 -1.468 1.015
H 1.96140 0.31164 1.52868 1.401 1.041 1.149
H 2.69543 -0.63393 -0.69666 2.437 0.012 -0.291
H 1.19245 -1.54946 -0.65218 -0.689 -1.622 -0.794
H -1.62643 2.58193 -0.65044 -0.525 0.899 -0.545
```
Forces are in eV/Å.

Löwdin population analysis, charges in e, atoms 1 to 2: C -0.1429; C -0.1564

[2]
An isolated ion of composition C2H5N4S and charge +1 in a non-equilibrium geometry. Source: the Open Molecules 2025 dataset; level of theory: wB97M-V/def2-TZVPD.

Summary:
Structure (SMILES) ... N#CSNC(N)=[NH2+]
Total energy ... -696.10096 Eh
Total charge ... +1
HOMO-LUMO gap ... 9.212 eV
Highest occupied orbital energy ... -15.15 eV

Geometry as XYZ:
```
12
Properties=species:S:1:pos:R:3:forces:R:3
N -2.84371 -1.35711 -0.57238 -1.295 -4.536 -1.481
C -2.56716 -0.31535 -0.28725 1.092 5.290 1.732
S -2.01516 1.20657 0.31039 2.777 -2.889 1.275
N -0.34206 0.28619 0.94266 -1.131 0.583 0.884
C 0.68327 0.05129 0.06954 -2.323 1.862 1.411
N 1.89860 -0.21658 0.46622 -1.064 -0.387 7.169
N 0.37151 0.37928 -1.12428 1.718 0.156 -5.499
H -0.23866 -0.03756 1.93445 -0.666 0.741 -1.345
H 1.98172 -0.50361 1.55760 -0.294 1.112 -3.443
H 2.56645 -0.69706 0.00770 2.381 -1.690 -2.669
H 1.00135 0.38006 -1.97364 -0.650 -0.218 1.881
H -0.49615 0.82387 -1.33101 -0.545 -0.025 0.085
```
Forces are in eV/Å.

Löwdin population analysis, charges in e, atoms 1 to 2: N 0.1519; C -0.6182

The evaluated energy relative to the best compared isomer or geometry (same formula, charge and spin) for the records listed, in turn: 263.8 192.6 kJ/mol.